Entry 1:
{"formula": "C25H34Cl6F15NO11", "method": "ωB97M-V/def2-TZVPD", "smiles": "CCOC(=O)C(F)(F)F.CCOC(=O)C(F)(F)F.CCOC(=O)C(F)(F)F.CCOC(=O)C(F)(F)F.CCOC(=O)C(F)(F)F.ClC(Cl)Cl.ClC(Cl)Cl.CN(C)C=O", "spin_multiplicity": 1, "lumo_ha": -0.0011, "e_above_lowest_kj_mol": 0.0, "homo_energy_ha": -0.3496, "elements": ["C", "C", "O", "C", "O", "C", "F", "F", "F", "H", "H", "H", "H", "H", "C", "C", "O", "C", "O", "C", "F", "F", "F", "H", "H", "H", "H", "H", "C", "C", "O", "C", "O", "C", "F", "F", "F", "H", "H", "H", "H", "H", "C", "C", "O", "C", "O", "C", "F", "F", "F", "H", "H", "H", "H", "H", "C", "C", "O", "C", "O", "C", "F", "F", "F", "H", "H", "H", "H", "H", "Cl", "C", "Cl", "Cl", "H", "Cl", "C", "Cl", "Cl", "H", "C", "N", "C", "C", "O", "H", "H", "H", "H", "H", "H", "H"], "coordinates": [[-15.43754, -32.89268, 12.45248], [-14.02498, -33.30475, 12.09299], [-13.12648, -33.38862, 13.19248], [-12.64286, -32.24844, 13.70948], [-12.65332, -31.17516, 13.18040], [-11.89640, -32.37680, 15.08019], [-12.13256, -31.31483, 15.82572], [-12.35369, -33.44890, 15.72427], [-10.58672, -32.54782, 14.87180], [-16.13376, -32.67299, 11.64069], [-15.44589, -31.87347, 12.85100], [-15.80881, -33.65547, 13.13491], [-13.59932, -32.57998, 11.39718], [-14.07313, -34.27941, 11.61188], [-15.55349, -21.71007, 11.03783], [-14.66420, -22.94511, 11.34258], [-14.68110, -23.74251, 10.12433], [-13.70389, -23.48898, 9.25738], [-12.89440, -22.60431, 9.27533], [-13.86615, -24.39119, 7.98318], [-14.59966, -25.43657, 8.28133], [-14.42580, -23.67443, 7.00029], [-12.62604, -24.70732, 7.59159], [-16.10255, -21.92531, 10.11891], [-15.00183, -20.83128, 10.69771], [-16.26289, -21.40276, 11.80230], [-15.13631, -23.68042, 11.98977], [-13.67492, -22.62766, 11.66128], [-16.37905, -32.21719, 8.18400], [-16.61921, -30.82589, 8.76183], [-17.94106, -30.60209, 9.22362], [-18.91753, -30.32438, 8.38378], [-18.76102, -30.14684, 7.20770], [-20.31869, -30.24146, 9.03404], [-20.29713, -30.65214, 10.31163], [-20.73138, -28.97774, 9.05397], [-21.17970, -31.00175, 8.36767], [-16.62571, -32.96906, 8.93399], [-15.36259, -32.29172, 7.79897], [-17.00233, -32.43419, 7.31408], [-16.18182, -30.10230, 8.07273], [-15.97388, -30.75028, 9.63723], [-9.20853, -26.53882, 8.88651], [-9.01696, -27.80395, 9.81455], [-9.91586, -27.81155, 10.89563], [-9.59375, -27.31366, 12.08824], [-8.56951, -26.82082, 12.44664], [-10.73663, -27.56639, 13.10880], [-11.52619, -28.57854, 12.78719], [-10.20241, -27.81060, 14.30888], [-11.41276, -26.42483, 13.22573], [-8.53105, -26.40584, 8.04489], [-9.02574, -25.65938, 9.50804], [-10.23656, -26.51017, 8.52713], [-7.96174, -27.81111, 10.08193], [-9.26122, -28.65404, 9.18144], [-18.94137, -27.48198, 14.38182], [-18.15415, -26.35392, 13.67969], [-18.31191, -26.47472, 12.26630], [-18.20523, -25.41940, 11.46629], [-17.94228, -24.30496, 11.80839], [-18.43035, -25.80790, 9.98863], [-17.44647, -25.28403, 9.23692], [-18.33031, -27.12147, 9.84199], [-19.64166, -25.44280, 9.56517], [-19.99889, -27.59620, 14.16068], [-18.88647, -27.32112, 15.45919], [-18.34485, -28.35900, 14.12364], [-17.10888, -26.26054, 13.96870], [-18.61711, -25.45047, 14.08705], [-12.76656, -30.40090, 9.56181], [-11.50087, -31.63876, 9.56394], [-10.12561, -31.09672, 8.50149], [-12.23344, -33.10907, 8.82285], [-11.13795, -31.78291, 10.57499], [-14.52857, -26.67331, 12.63198], [-14.88812, -28.14546, 11.70608], [-15.60349, -27.85232, 10.14085], [-15.81952, -29.28939, 12.69270], [-13.97434, -28.68310, 11.47183], [-13.82206, -28.62144, 15.86283], [-14.34416, -27.34553, 16.28141], [-13.39821, -26.22450, 16.13956], [-15.51131, -27.24627, 16.94489], [-15.95912, -26.29495, 17.54688], [-13.52515, -28.68033, 14.80859], [-14.52660, -29.45289, 15.80048], [-12.92958, -28.82174, 16.45808], [-12.54102, -26.35919, 16.79600], [-13.07459, -26.21388, 15.09829], [-14.00039, -25.32327, 16.23676], [-16.03241, -28.22134, 16.89150]], "atomic_forces_ev_per_a": [[0.201, 0.807, 0.740], [-0.413, 0.872, -1.846], [0.196, 0.066, 1.802], [0.309, 0.053, -0.640], [-0.348, 0.169, -0.187], [-0.863, -1.347, -0.870], [0.333, 0.324, 0.005], [0.068, -0.231, 0.394], [-0.089, 0.401, 0.118], [0.312, -1.004, -0.556], [0.299, -0.392, 0.862], [-0.523, 0.379, 0.107], [-0.054, -0.148, -0.176], [0.509, -0.081, 0.221], [0.166, 0.013, -0.720], [-1.622, 0.656, -0.466], [1.687, -0.026, -0.241], [-0.920, 0.543, -0.891], [-0.051, -0.431, 0.458], [0.889, 1.780, 1.310], [-0.080, -0.876, -0.695], [-0.206, -0.378, 0.037], [-0.287, -0.752, -0.268], [-0.451, -0.357, 0.318], [0.484, -0.072, 0.553], [0.140, -0.264, 0.179], [0.058, 0.565, 0.620], [0.158, -0.469, -0.186], [-0.929, 0.011, -0.324], [1.780, -0.725, -0.401], [-0.463, -0.004, 1.020], [0.762, 0.022, -1.272], [-0.443, 0.037, 0.120], [0.548, -0.073, 0.898], [0.001, -0.193, -0.115], [-0.201, 0.132, -0.397], [-0.044, 0.161, -0.123], [0.370, -0.147, -0.018], [0.167, -0.065, 0.464], [-0.192, 0.233, 0.049], [-0.921, 0.445, -0.143], [-0.375, 0.129, 0.290], [-0.403, -0.048, 1.524], [0.998, 1.443, -2.795], [-0.644, 0.109, 0.686], [0.317, -0.902, -0.056], [0.018, 0.218, -0.395], [1.128, 0.415, 0.127], [-0.391, 0.125, -0.076], [-0.043, -0.268, -0.014], [-0.752, 0.161, -0.135], [0.145, -0.733, 0.035], [-0.231, 0.104, 0.005], [0.010, 0.078, -0.052], [-0.158, -0.323, 0.618], [0.056, -0.247, 0.527], [1.855, -0.158, -0.256], [-1.836, 0.984, 1.505], [-0.125, -0.356, -0.659], [0.242, 0.108, 0.926], [-0.006, 0.207, -0.178], [0.594, -0.471, 0.178], [-0.753, 0.434, 0.075], [-0.476, -0.621, -0.220], [0.373, 0.386, -0.106], [0.136, 0.222, -0.602], [0.248, 0.013, 0.005], [-0.678, -0.580, 0.285], [0.108, -0.569, -0.214], [0.109, 0.464, -0.776], [0.193, 0.132, 0.210], [-0.151, 0.183, -1.603], [-0.697, -0.424, 0.790], [0.595, 0.349, 0.659], [-0.041, -0.253, -0.098], [-0.211, -0.294, -0.426], [0.645, -0.571, 0.092], [-0.099, 0.287, 0.095], [-0.267, 0.291, -0.075], [0.238, 0.348, 0.422], [0.411, -0.481, -0.872], [0.530, 0.367, -0.590], [-1.318, -0.544, -0.743], [-0.133, -0.698, 0.224], [0.106, 0.301, -0.298], [0.359, 0.890, -0.032], [-0.313, 0.182, 1.139], [-0.128, -0.544, 0.031], [-0.070, 0.416, 0.180], [0.314, -0.174, 0.070], [0.439, 0.189, 0.712], [-0.207, 0.085, 0.117]]}

Entry 2:
{"formula": "C25H34CoNO2Si", "method": "ωB97M-V/def2-TZVPD", "s2": 3.77, "spin_multiplicity": 4, "charge": -1, "lumo_ha": [0.0989, 0.0989], "e_above_lowest_kj_mol": 44.0, "homo_energy_ha": [-0.1252, -0.1252], "elements": ["C", "C", "C", "H", "C", "C", "H", "C", "C", "C", "H", "C", "C", "H", "H", "H", "H", "H", "H", "Co", "C", "C", "C", "H", "H", "H", "H", "H", "H", "C", "C", "H", "H", "O", "N", "C", "H", "C", "C", "H", "C", "H", "C", "H", "C", "H", "C", "H", "H", "H", "C", "Si", "C", "C", "O", "H", "H", "H", "H", "H", "H", "H", "H", "H"], "coordinates": [[2.33960, 0.12359, 1.76447], [2.25054, -0.63041, 0.54191], [1.80567, 0.26207, -0.49229], [2.56690, -1.65442, 0.43978], [1.53579, 1.54705, 0.09570], [1.84903, 1.46143, 1.49895], [1.32572, 2.45736, -0.43684], [-1.40277, -1.65304, 2.16272], [-0.23554, -2.37037, 1.67403], [-0.29439, -2.32865, 0.23858], [0.55809, -2.83079, 2.24389], [-1.46424, -1.56551, -0.13028], [-2.09038, -1.07566, 1.05799], [1.85619, 0.02383, -1.53387], [1.75388, 2.24694, 2.22524], [2.57350, -0.32200, 2.71419], [-3.02074, -0.49996, 1.11834], [0.37477, -2.80526, -0.48469], [-1.84918, -1.65894, 3.15364], [0.22985, -0.08432, 1.33938], [-1.99004, -1.33053, -1.52286], [-3.50241, -1.59301, -1.52335], [-1.29984, -2.26332, -2.52411], [-3.70409, -2.62407, -1.17434], [-3.91446, -1.46525, -2.53558], [-4.02393, -0.88833, -0.85680], [-1.48455, -3.31398, -2.24808], [-0.21173, -2.10882, -2.56117], [-1.69272, -2.09478, -3.53825], [-1.67774, 0.14723, -1.89634], [-2.21000, 0.65241, -3.23236], [-0.58398, 0.23241, -1.91809], [-2.07486, 0.83855, -1.12254], [-3.12127, 0.11610, -3.86036], [-1.57109, 1.75731, -3.72756], [-0.43212, 2.45661, -3.13820], [-1.96775, 2.14536, -4.57373], [0.89613, 1.85368, -3.59672], [2.08355, 2.49450, -3.20489], [1.98391, 3.40017, -2.58516], [3.33196, 1.98880, -3.60456], [4.24597, 2.51415, -3.28476], [3.38380, 0.83799, -4.41854], [4.35604, 0.45392, -4.74148], [2.19753, 0.19431, -4.82225], [2.21808, -0.70362, -5.45704], [0.94952, 0.70518, -4.41362], [0.01174, 0.22539, -4.74800], [-0.48695, 2.43026, -2.02545], [-0.48539, 3.52277, -3.42991], [-1.67762, 0.56820, 5.35794], [0.00808, 0.07079, 4.71383], [1.35651, 1.22823, 5.31950], [0.39407, -1.68013, 5.31553], [-0.16733, 0.34187, 3.09408], [-1.64877, 0.58339, 6.44181], [-2.47910, -0.08661, 5.03864], [-1.92914, 1.56155, 5.00189], [1.31961, 1.20747, 6.40913], [2.34094, 0.92810, 4.97579], [1.14739, 2.23522, 4.96812], [-0.32660, -2.44183, 5.04077], [1.36199, -2.06584, 5.01165], [0.41434, -1.67476, 6.40667]], "atomic_forces_ev_per_a": [[-0.325, 0.574, -1.370], [0.568, 1.836, 0.120], [0.460, 0.099, 1.455], [-0.149, -0.065, -0.139], [0.814, -1.170, 0.907], [0.915, -0.987, -1.019], [-0.300, 0.069, -0.042], [-0.068, -1.008, -1.045], [-1.530, 0.453, -0.474], [-1.639, 0.479, 0.063], [-0.204, -0.111, 0.175], [1.435, -0.242, 0.423], [0.347, -1.060, 0.343], [-0.427, -0.059, -0.436], [-0.135, 0.058, 0.080], [0.084, 0.174, 0.210], [0.456, -0.323, 0.004], [-0.148, 0.293, 0.510], [0.711, 0.284, -0.047], [-0.418, -0.694, -0.894], [0.022, 0.423, -0.093], [-0.404, -0.242, -0.288], [-0.081, -0.121, -0.323], [0.109, 0.481, -0.045], [0.117, -0.114, 0.424], [0.164, -0.273, -0.158], [0.071, 0.329, -0.079], [-0.224, 0.036, 0.124], [0.032, -0.064, 0.244], [-0.204, -0.064, -0.219], [-0.153, -0.670, -0.076], [-0.179, 0.151, 0.252], [0.315, -0.393, -0.207], [0.552, 0.725, 0.083], [-0.219, 0.671, 0.181], [-0.107, -0.360, 0.125], [0.054, -0.222, 0.120], [0.337, -0.039, -0.288], [-0.012, -0.352, -0.286], [0.317, -0.498, -0.292], [-0.506, 0.014, -0.095], [-0.469, -0.447, -0.235], [-0.305, 0.157, 0.141], [-0.371, 0.088, 0.130], [-0.105, 0.463, 0.342], [0.125, 0.495, 0.346], [0.271, 0.238, 0.111], [0.697, 0.282, 0.293], [-0.002, -0.023, -0.734], [0.034, -0.493, 0.083], [0.337, 0.061, 0.654], [-0.622, 0.555, -3.204], [-0.469, -0.316, 0.500], [0.100, 0.063, 0.282], [0.169, 0.412, 3.130], [-0.318, 0.077, 0.476], [-0.043, -0.335, -0.111], [0.086, 0.243, -0.069], [0.327, 0.223, 0.223], [0.173, -0.074, -0.025], [-0.021, 0.115, -0.014], [-0.341, 0.014, -0.252], [0.299, 0.109, -0.226], [-0.002, 0.076, 0.228]]}

Entry 3:
{"formula": "C25H34F4N2O5", "method": "ωB97M-V/def2-TZVPD", "smiles": "O=C(O[C@](COCCCF)(C[C@@H]1CO1)OCC(F)(F)F)c1ccccc1.CCCC#N.CCCC#N", "spin_multiplicity": 1, "lumo_ha": 0.0125, "homo_energy_ha": -0.3301, "elements": ["O", "C", "O", "C", "C", "O", "C", "C", "C", "F", "C", "C", "C", "O", "O", "C", "C", "F", "F", "F", "C", "C", "C", "C", "C", "C", "H", "H", "H", "H", "H", "H", "H", "H", "H", "H", "H", "H", "H", "H", "H", "H", "H", "H", "H", "H", "C", "C", "C", "C", "N", "H", "H", "H", "H", "H", "H", "H", "C", "C", "C", "C", "N", "H", "H", "H", "H", "H", "H", "H"], "coordinates": [[0.40315, -1.44214, -0.80924], [1.11943, -0.69298, -1.50720], [0.90326, -0.18984, -2.78937], [0.17893, -1.01758, -3.71785], [0.75466, -2.48076, -4.00453], [0.75484, -3.43723, -2.94712], [2.06012, -3.75745, -2.42270], [2.16428, -5.37156, -2.19115], [3.73450, -5.71977, -1.98378], [4.03386, -6.00490, -0.57890], [0.51039, -0.26757, -5.15523], [1.97169, 0.60332, -4.91799], [3.06616, 0.44499, -6.18677], [3.21136, -0.24254, -4.74027], [-1.24804, -0.87727, -3.68579], [-1.97073, -1.69343, -2.79035], [-2.65441, -0.72475, -1.66722], [-2.64320, -1.44726, -0.42002], [-1.81530, 0.42257, -1.47422], [-3.99850, -0.39464, -1.95198], [2.46130, -0.16334, -0.76732], [2.55295, 1.31190, -0.22416], [3.79355, 1.86413, 0.53387], [5.03211, 0.96773, 0.82538], [4.96309, -0.49939, 0.26086], [3.70683, -1.04679, -0.50549], [1.79343, -2.33112, -4.49686], [0.10316, -2.91872, -4.85906], [2.94382, -3.45595, -3.07672], [2.10383, -3.31441, -1.35446], [1.67456, -5.56499, -1.17417], [1.69327, -5.96652, -3.04380], [4.02806, -6.63461, -2.60395], [4.41605, -4.82786, -2.25730], [-0.28443, 0.51014, -5.39888], [0.72575, -1.01730, -5.98351], [1.90327, 1.67213, -4.38018], [3.06125, -0.59942, -6.64847], [4.00207, 1.08821, -6.21522], [-1.43887, -2.50117, -2.20253], [-2.86056, -2.16741, -3.36014], [1.66454, 2.00810, -0.39591], [3.83934, 2.94416, 0.90644], [5.95411, 1.31371, 1.40184], [5.86032, -1.19537, 0.44136], [3.77106, -2.12882, -0.84338], [-2.70163, 0.84775, 1.84185], [-4.17253, 0.85292, 1.44487], [-4.87463, 2.17567, 1.75624], [-4.92687, 2.45218, 3.19486], [-4.95892, 2.66986, 4.32482], [-2.57774, 0.97413, 2.92076], [-2.24068, -0.10238, 1.56485], [-2.15629, 1.64953, 1.33637], [-4.68427, 0.02661, 1.94856], [-4.24482, 0.66397, 0.36983], [-5.89620, 2.13621, 1.36519], [-4.36946, 2.99719, 1.24005], [-2.87485, 4.74096, 8.56785], [-3.22244, 4.42738, 7.11752], [-2.35856, 3.31708, 6.51925], [-0.94423, 3.69565, 6.43833], [0.16661, 3.99331, 6.38304], [-1.85103, 5.11185, 8.66320], [-3.54402, 5.51230, 8.95719], [-2.97902, 3.85256, 9.19676], [-3.13071, 5.33991, 6.51984], [-4.27093, 4.11855, 7.06845], [-2.72332, 3.08791, 5.51342], [-2.46374, 2.40270, 7.11035]], "atomic_forces_ev_per_a": [[1.789, 2.306, -3.404], [0.240, -0.841, 3.454], [-0.228, -1.990, 2.239], [0.074, 0.780, -3.828], [-0.186, -0.129, -1.006], [1.263, 0.628, -0.780], [-0.044, -1.676, 1.439], [1.062, 1.147, 0.856], [-0.193, 0.059, 0.062], [-0.615, 0.356, -2.122], [2.548, 1.393, 1.535], [1.765, -1.386, -2.835], [0.035, -2.343, 4.802], [-3.057, 2.900, -0.543], [1.267, -1.148, 0.937], [-2.453, 0.145, 1.056], [1.259, -0.897, 0.938], [-0.493, 1.904, -2.696], [-2.831, -2.331, -0.317], [3.166, -0.170, 0.833], [3.293, 2.074, 1.440], [2.294, -1.849, 0.281], [0.401, -3.315, -0.804], [-3.628, -2.158, -2.648], [-2.529, 2.329, -0.129], [0.349, 3.039, 1.251], [-1.460, -0.145, 1.181], [0.746, 0.883, 1.439], [-1.404, 0.072, 0.664], [0.310, -0.442, -1.861], [0.455, -0.126, -1.681], [0.670, 0.867, 1.251], [-0.299, 1.241, 1.085], [-1.105, -1.446, 0.408], [0.957, -1.304, 0.250], [-0.599, 1.089, 1.073], [0.402, -2.777, -1.207], [-0.391, 2.306, -0.746], [-1.696, -0.572, -0.543], [-0.137, 1.187, -0.921], [1.459, 0.751, 0.876], [1.448, -1.103, 0.286], [-0.385, -1.780, -0.692], [-1.608, -0.441, -0.990], [-1.692, 1.143, -0.394], [-0.242, 1.710, 0.438], [0.059, -0.075, 0.095], [0.350, -0.269, -0.028], [-0.214, -0.207, -0.248], [0.005, 0.216, 0.192], [0.034, -0.111, -0.360], [-0.020, 0.052, -0.054], [-0.002, 0.151, 0.033], [-0.007, -0.047, 0.032], [-0.055, 0.131, -0.062], [-0.147, 0.099, 0.131], [0.041, 0.123, 0.176], [-0.005, 0.008, 0.186], [0.033, 0.100, 0.020], [-0.182, 0.220, 0.295], [-0.250, 0.068, -0.250], [0.287, -0.091, 0.050], [-0.389, -0.048, 0.007], [-0.040, -0.066, 0.004], [0.061, -0.077, 0.014], [0.020, 0.055, -0.016], [0.012, -0.152, -0.042], [0.147, -0.058, -0.171], [0.134, -0.027, 0.094], [0.153, 0.067, -0.025]]}